Computed, not measured: one molecule with the formula C5H6ClNO at a distorted geometry, with wB97M-V/def2-TZVPD.

Element x y z (Å)
C 1.510 -1.922 0.041
C 1.571 -0.601 -0.083
C 0.441 0.334 -0.054
C -0.950 -0.238 -0.137
C -2.099 0.435 0.072
Cl -3.608 -0.380 -0.042
N 0.767 1.571 -0.025
O -0.263 2.440 -0.030
H 0.571 -2.440 0.245
H 2.368 -2.505 0.096
H 2.519 -0.077 -0.098
H -1.003 -1.293 -0.384
H -2.070 1.434 0.422
H 0.245 3.242 -0.023

Summary:
calculated total energy: -21339.3623 eV
total charge: 0
LUMO level: 0.42 eV
ΔE to the lowest compared entry with this formula, charge and spin: 301.0 kJ/mol
SMILES string: C=CC(/C=C/Cl)=N/O